## A
The following is a quantum chemistry calculation of a molecular structure, C24H37Cl2NO3PrS3SbSi3, from OMol25.

The geometry in XYZ format:
```
75
C24H37Cl2NO3PrS3SbSi3, DFT ωB97M-V/def2-TZVPD
Pr 0.92 1.68 0.77
S -1.62 5.54 1.80
Sb 0.62 5.12 1.57
S 1.12 3.26 2.95
S 1.31 4.14 -0.49
C 0.27 -0.57 -1.95
O 1.25 -0.38 -0.93
Si 2.13 -1.38 0.08
C 3.22 -2.56 -0.91
C 0.77 -2.60 0.65
C 2.82 -0.13 1.20
Si 4.51 0.48 0.52
C 4.27 0.95 -1.33
C 4.99 2.07 1.39
C 5.95 -0.78 0.54
Si 2.82 -0.70 3.00
C 3.98 0.11 4.22
C 3.46 -2.47 3.17
C 1.13 -0.63 3.80
H 0.80 -0.95 -2.82
H -0.25 0.34 -2.26
H -0.46 -1.30 -1.65
H 2.67 -3.43 -1.33
H 3.99 -3.06 -0.28
H 3.90 -2.11 -1.67
H 0.36 -3.19 -0.20
H -0.11 -2.22 1.12
H 1.31 -3.26 1.37
H 3.46 1.57 -1.54
H 4.02 0.01 -1.84
H 5.19 1.33 -1.66
H 5.10 2.06 2.46
H 4.28 2.77 1.03
H 5.94 2.43 0.92
H 5.82 -1.53 -0.24
H 6.09 -1.34 1.41
H 6.95 -0.35 0.40
H 5.01 0.20 3.86
H 3.94 -0.44 5.16
H 3.64 1.02 4.47
H 4.54 -2.54 2.93
H 3.04 -3.32 2.62
H 3.26 -2.86 4.23
H 1.14 -1.02 4.80
H 0.37 -1.17 3.19
H 0.59 0.29 3.84
Cl -2.71 -0.39 -3.61
C -3.99 -1.38 -3.12
C -4.40 -2.43 -3.91
C -5.42 -3.29 -3.52
C -5.94 -3.18 -2.26
C -5.49 -2.17 -1.46
Cl -6.31 -2.13 0.09
C -4.54 -1.19 -1.83
N -4.27 -0.11 -0.95
C -4.58 1.20 -1.36
C -5.48 1.39 -2.43
C -5.72 2.64 -2.90
C -5.20 3.77 -2.23
C -4.40 3.59 -1.10
C -4.10 2.34 -0.64
C -3.21 2.16 0.60
C -1.83 1.49 0.40
O -1.38 0.69 1.29
O -1.19 1.79 -0.62
H -3.78 -2.65 -4.78
H -5.68 -4.02 -4.25
H -6.67 -3.89 -1.86
H -4.35 -0.34 0.01
H -5.84 0.57 -3.09
H -6.29 2.68 -3.89
H -5.29 4.72 -2.76
H -3.93 4.43 -0.62
H -3.67 1.54 1.35
H -2.88 3.09 1.09
```

Summary:
- Spin multiplicity: 4
- Lowest unoccupied orbital energy (spin up / spin down): 0.0800 / 0.0173 Ha
- Frontier orbital gap (spin up / spin down): 0.26956 / 0.21868 Ha
- HOMO level (spin up / spin down): -5.158 / -5.480 eV
- Net charge: -1

## B
The following is a quantum chemistry calculation of a molecular structure, C24H37Cl2NO3PrS3SbSi3, from OMol25.

The geometry in XYZ format:
```
75
C24H37Cl2NO3PrS3SbSi3, DFT ωB97M-V/def2-TZVPD
Pr -0.56 -1.20 -0.52
S -4.16 -5.52 0.59
Sb -2.37 -4.16 0.76
S -2.65 -1.85 1.26
S -0.91 -3.93 -1.05
C -3.76 -1.96 -2.02
O -2.69 -1.06 -1.93
Si -2.13 0.05 -3.08
C -1.68 -1.16 -4.49
C -3.51 1.12 -3.79
C -0.80 0.76 -2.04
Si 0.78 1.14 -2.95
C 0.57 1.91 -4.64
C 1.79 -0.38 -3.22
C 1.94 2.31 -2.04
Si -1.40 2.15 -0.96
C -1.46 3.90 -1.67
C -0.47 2.11 0.67
C -3.16 1.88 -0.32
H -3.32 -2.93 -2.31
H -4.48 -1.65 -2.77
H -4.22 -2.09 -1.07
H -2.61 -1.53 -4.91
H -1.19 -2.07 -4.14
H -1.10 -0.80 -5.32
H -4.43 0.55 -3.66
H -3.36 1.27 -4.87
H -3.63 2.07 -3.28
H -0.06 1.34 -5.34
H 1.57 1.93 -5.09
H 0.22 2.96 -4.60
H 1.21 -1.19 -3.70
H 2.17 -0.77 -2.26
H 2.66 -0.16 -3.83
H 1.50 3.29 -1.83
H 2.80 2.48 -2.69
H 2.30 1.90 -1.10
H -0.57 4.26 -2.13
H -1.77 4.55 -0.85
H -2.27 3.92 -2.40
H 0.61 2.15 0.52
H -0.69 1.16 1.17
H -0.81 2.90 1.31
H -3.92 2.02 -1.07
H -3.30 2.64 0.43
H -3.29 0.89 0.15
Cl 0.45 -2.27 3.19
C 0.18 -0.67 3.82
C -1.12 -0.40 4.21
C -1.46 0.87 4.66
C -0.52 1.88 4.71
C 0.78 1.60 4.30
Cl 2.00 2.88 4.42
C 1.17 0.34 3.83
N 2.45 0.16 3.29
C 3.08 -1.05 3.56
C 3.13 -1.54 4.88
C 3.75 -2.75 5.14
C 4.26 -3.50 4.09
C 4.21 -3.01 2.78
C 3.64 -1.77 2.49
C 3.61 -1.22 1.07
C 2.27 -1.25 0.39
O 1.97 -2.19 -0.38
O 1.48 -0.24 0.53
H -1.85 -1.18 4.15
H -2.49 1.08 5.02
H -0.79 2.83 5.13
H 2.41 0.40 2.32
H 2.72 -0.95 5.68
H 3.77 -3.11 6.17
H 4.67 -4.51 4.21
H 4.60 -3.63 1.98
H 4.27 -1.85 0.42
H 3.95 -0.20 1.05
```

Summary:
- Spin multiplicity: 4
- Lowest unoccupied orbital energy (spin up / spin down): 0.0866 / 0.0468 Ha
- Frontier orbital gap (spin up / spin down): 0.24691 / 0.24715 Ha
- HOMO level (spin up / spin down): -4.363 / -5.453 eV
- Net charge: -1

Most stable = B

## A
The following is a quantum chemistry calculation of a single C3H2N2O2S molecule, from OMol25.

The geometry in XYZ format:
```
10
C3H2N2O2S, DFT ωB97M-V/def2-TZVPD
C -0.70 0.70 -1.12
C 0.06 0.95 -0.04
C 0.36 -0.15 0.86
H -1.60 1.54 -2.66
H 0.29 1.96 0.39
N -0.50 -1.52 -0.98
N -0.80 -0.53 -1.65
O -1.08 1.80 -1.85
O 0.02 -1.46 0.26
S 1.28 -0.05 2.20
```

Summary:
- Lowest unoccupied orbital energy: -0.0398 Ha
- Frontier orbital gap: 0.30115 Ha
- HOMO level: -9.278 eV
- Structure (SMILES): Oc1cc(=S)onn1

## B
The following is a quantum chemistry calculation of a single C3H2N2O2S molecule, from OMol25.

The geometry in XYZ format:
```
10
C3H2N2O2S, DFT ωB97M-V/def2-TZVPD
C -0.86 -0.15 0.12
C 0.58 1.51 0.02
C 1.40 -0.81 0.03
H -2.53 -1.91 -0.52
H 0.91 2.63 -0.15
N -0.66 1.33 0.45
N -0.03 -1.09 -0.16
O 1.60 0.69 -0.23
O 2.19 -1.68 0.36
S -2.60 -0.52 0.07
```

Summary:
- Lowest unoccupied orbital energy: -0.0013 Ha
- Frontier orbital gap: 0.36914 Ha
- HOMO level: -10.080 eV
- Structure (SMILES): O=c1nc(S)nco1

Most stable = B

## A
The following is a quantum chemistry calculation of 8 unconnected molecules or ions with the total composition C42H104N8O2, from OMol25.

The geometry in XYZ format:
```
156
C42H104N8O2, DFT ωB97M-V/def2-TZVPD
C 3.29 -1.45 2.85
C 4.12 -2.40 3.72
N 5.47 -1.89 3.96
C 5.72 -1.67 5.40
C 4.76 -0.65 6.01
C 6.47 -2.83 3.43
C 6.73 -2.54 1.94
H 3.89 -1.08 2.02
H 2.87 -0.60 3.38
H 2.48 -2.00 2.35
H 3.57 -2.58 4.65
H 4.09 -3.40 3.27
H 5.58 -2.61 5.96
H 6.75 -1.34 5.53
H 5.06 -0.42 7.03
H 4.78 0.26 5.41
H 3.72 -0.97 6.07
H 6.15 -3.87 3.46
H 7.39 -2.76 4.01
H 7.72 -2.92 1.65
H 6.71 -1.48 1.65
H 5.94 -3.04 1.38
C -5.65 0.75 -0.73
C -6.44 1.54 0.27
N -7.47 2.38 -0.32
C -7.11 3.31 -1.39
C -8.33 3.89 -2.09
C -8.47 2.88 0.60
C -8.00 4.14 1.38
H -5.04 1.38 -1.38
H -6.22 0.17 -1.46
H -5.04 -0.03 -0.28
H -6.99 0.86 0.94
H -5.82 2.17 0.93
H -6.49 4.11 -0.95
H -6.52 2.76 -2.12
H -7.98 4.33 -3.03
H -9.05 3.11 -2.35
H -8.84 4.68 -1.54
H -8.66 2.13 1.37
H -9.40 3.06 0.07
H -6.99 4.00 1.76
H -8.71 4.42 2.16
H -7.94 4.98 0.68
C -1.76 5.51 -3.50
C -1.75 6.12 -2.11
N -1.37 5.18 -1.08
C 0.05 4.87 -1.07
C 0.57 4.62 0.36
C -2.18 3.99 -0.89
C -3.64 4.32 -0.57
H -2.54 4.75 -3.59
H -0.82 5.11 -3.86
H -2.04 6.27 -4.25
H -1.14 7.03 -2.07
H -2.76 6.51 -1.90
H 0.25 3.93 -1.61
H 0.67 5.67 -1.48
H 0.24 5.44 1.00
H 0.21 3.66 0.73
H 1.66 4.58 0.33
H -1.77 3.43 -0.05
H -2.17 3.31 -1.75
H -3.80 4.85 0.37
H -4.24 3.41 -0.56
H -4.04 4.93 -1.38
C -0.19 2.15 -4.74
C 1.21 2.78 -4.73
N 2.22 1.79 -4.27
C 2.40 0.79 -5.32
C 2.96 -0.51 -4.75
C 3.50 2.44 -3.96
C 3.48 3.13 -2.58
H -0.32 1.58 -5.66
H -0.91 2.97 -4.77
H -0.29 1.50 -3.87
H 1.48 3.09 -5.75
H 1.24 3.70 -4.15
H 3.05 1.09 -6.15
H 1.44 0.52 -5.76
H 4.00 -0.48 -4.42
H 2.86 -1.33 -5.47
H 2.44 -0.81 -3.83
H 4.25 1.65 -4.01
H 3.79 3.15 -4.74
H 3.31 2.38 -1.81
H 4.49 3.51 -2.44
H 2.73 3.91 -2.53
C 2.37 -5.04 0.25
C 3.72 -5.59 -0.19
N 4.72 -4.52 -0.30
C 4.40 -3.67 -1.44
C 5.23 -2.40 -1.54
C 6.04 -5.08 -0.44
C 6.52 -5.80 0.81
H 2.52 -4.38 1.11
H 1.74 -5.86 0.63
H 1.72 -4.64 -0.53
H 3.99 -6.25 0.64
H 3.71 -6.17 -1.12
H 4.43 -4.23 -2.39
H 3.35 -3.36 -1.35
H 5.26 -1.79 -0.64
H 6.28 -2.58 -1.80
H 4.87 -1.73 -2.33
H 6.82 -4.34 -0.64
H 6.23 -5.77 -1.28
H 6.21 -5.37 1.77
H 7.61 -5.88 0.82
H 6.15 -6.83 0.91
C -4.40 -2.13 0.82
C -3.75 -3.21 1.66
N -2.48 -3.63 1.05
C -2.78 -4.72 0.13
C -1.63 -5.09 -0.85
C -1.49 -4.07 2.05
C -0.85 -2.84 2.72
H -5.17 -1.63 1.41
H -4.89 -2.49 -0.09
H -3.64 -1.39 0.59
H -3.58 -2.77 2.65
H -4.35 -4.10 1.85
H -2.95 -5.64 0.71
H -3.66 -4.52 -0.48
H -1.50 -4.29 -1.59
H -0.73 -5.26 -0.26
H -1.91 -6.01 -1.36
H -0.74 -4.73 1.62
H -2.01 -4.67 2.81
H -0.35 -2.28 1.93
H -0.05 -3.18 3.38
H -1.56 -2.26 3.29
C -1.35 -0.39 -0.56
O -2.12 0.51 -0.25
N -0.07 -0.19 -0.93
C 0.92 -1.25 -0.88
C 0.54 1.13 -1.03
H -1.66 -1.45 -0.59
H 1.53 -1.19 -1.78
H 0.37 -2.19 -0.84
H 1.64 -1.29 -0.06
H 1.05 1.18 -1.99
H -0.20 1.92 -1.06
H 1.23 1.32 -0.20
C -1.47 1.71 5.06
O -0.41 1.81 5.64
N -1.66 1.56 3.74
C -2.93 1.42 3.09
C -0.55 1.61 2.80
H -2.43 1.73 5.62
H -3.74 1.04 3.72
H -2.84 0.71 2.26
H -3.28 2.35 2.63
H -0.80 2.39 2.08
H 0.39 1.80 3.30
H -0.47 0.68 2.22
```

Summary:
- Lowest unoccupied orbital energy: 0.0254 Ha
- Frontier orbital gap: 0.30868 Ha
- HOMO level: -7.710 eV
- Structure (SMILES): CCN(CC)CC.CCN(CC)CC.CCN(CC)CC.CCN(CC)CC.CCN(CC)CC.CCN(CC)CC.CN(C)C=O.CN(C)C=O

## B
The following is a quantum chemistry calculation of 8 unconnected molecules or ions with the total composition C42H104N8O2, from OMol25.

The geometry in XYZ format:
```
156
C42H104N8O2, DFT ωB97M-V/def2-TZVPD
C 0.92 4.31 0.66
C 1.04 5.81 0.48
N 1.33 6.54 1.73
C 2.61 7.24 1.67
C 3.78 6.29 1.51
C 0.24 7.47 2.04
C -0.90 6.77 2.77
H 0.34 4.09 1.57
H 1.89 3.80 0.74
H 0.35 3.86 -0.16
H 1.81 6.01 -0.27
H 0.13 6.18 0.00
H 2.62 7.97 0.84
H 2.73 7.79 2.61
H 4.72 6.83 1.62
H 3.74 5.50 2.26
H 3.81 5.81 0.53
H -0.19 7.90 1.12
H 0.63 8.31 2.62
H -1.51 7.49 3.32
H -0.55 6.02 3.48
H -1.53 6.27 2.02
C 0.80 -4.50 -3.46
C 2.20 -4.96 -3.80
N 2.35 -6.40 -3.90
C 1.91 -7.20 -2.77
C 1.87 -8.68 -3.10
C 3.58 -6.83 -4.52
C 4.81 -6.84 -3.60
H 0.50 -4.77 -2.45
H 0.02 -4.94 -4.08
H 0.66 -3.43 -3.60
H 2.48 -4.58 -4.79
H 2.93 -4.53 -3.09
H 2.57 -7.02 -1.90
H 0.90 -6.88 -2.51
H 1.27 -9.20 -2.34
H 1.39 -8.85 -4.07
H 2.85 -9.15 -3.10
H 3.80 -6.14 -5.34
H 3.44 -7.82 -4.96
H 4.88 -5.90 -3.05
H 5.73 -7.03 -4.15
H 4.72 -7.62 -2.84
C 0.30 -6.04 3.05
C 1.78 -5.64 3.09
N 2.08 -4.34 2.56
C 1.67 -3.23 3.40
C 2.64 -2.04 3.28
C 1.76 -4.11 1.16
C 2.45 -5.08 0.23
H -0.05 -6.14 2.03
H -0.36 -5.36 3.59
H 0.15 -7.02 3.51
H 2.17 -5.71 4.11
H 2.34 -6.40 2.54
H 0.67 -2.87 3.11
H 1.65 -3.52 4.45
H 3.66 -2.39 3.39
H 2.51 -1.54 2.32
H 2.41 -1.32 4.07
H 2.08 -3.10 0.90
H 0.67 -4.15 0.95
H 3.53 -4.99 0.24
H 2.09 -4.94 -0.79
H 2.18 -6.10 0.49
C -2.78 -3.69 2.42
C -2.68 -3.10 3.83
N -2.98 -1.66 3.84
C -4.41 -1.48 3.62
C -4.76 -0.08 3.09
C -2.59 -1.04 5.11
C -1.11 -0.76 5.21
H -3.82 -3.92 2.18
H -2.24 -4.63 2.40
H -2.39 -2.96 1.71
H -3.40 -3.62 4.49
H -1.70 -3.29 4.28
H -5.01 -1.67 4.52
H -4.75 -2.18 2.86
H -4.65 0.71 3.84
H -5.78 -0.05 2.72
H -4.09 0.20 2.27
H -3.15 -0.11 5.19
H -2.92 -1.66 5.97
H -0.83 -0.07 4.42
H -0.95 -0.25 6.16
H -0.51 -1.67 5.14
C -2.92 4.49 -1.54
C -3.81 5.46 -0.78
N -3.51 5.47 0.65
C -3.94 4.20 1.24
C -3.50 3.99 2.66
C -4.14 6.60 1.30
C -3.57 7.95 0.87
H -1.89 4.65 -1.22
H -2.94 4.74 -2.61
H -3.22 3.45 -1.53
H -3.57 6.45 -1.18
H -4.89 5.28 -0.94
H -5.03 4.06 1.15
H -3.51 3.39 0.64
H -2.42 4.14 2.79
H -3.99 4.66 3.37
H -3.73 2.98 2.99
H -4.02 6.56 2.38
H -5.24 6.67 1.19
H -2.49 7.94 0.69
H -3.78 8.71 1.62
H -3.99 8.34 -0.07
C 0.35 -1.24 -4.74
C 0.36 0.23 -5.13
N -0.60 0.99 -4.33
C -1.90 0.94 -5.01
C -3.08 1.37 -4.17
C -0.17 2.37 -4.13
C 0.89 2.47 -3.04
H 1.25 -1.74 -5.13
H -0.50 -1.81 -5.11
H 0.41 -1.28 -3.65
H 1.37 0.61 -4.96
H 0.17 0.41 -6.20
H -1.87 1.61 -5.89
H -2.09 -0.07 -5.37
H -3.28 0.65 -3.37
H -2.88 2.35 -3.74
H -3.96 1.43 -4.82
H -1.02 3.00 -3.88
H 0.24 2.76 -5.08
H 0.48 2.07 -2.11
H 1.12 3.53 -2.85
H 1.81 1.97 -3.31
C -0.43 -0.92 -1.06
O 0.43 -1.77 -1.14
N -0.87 -0.36 0.09
C -1.56 0.89 0.09
C -0.36 -0.76 1.39
H -0.95 -0.53 -1.95
H -2.39 0.82 0.80
H -1.95 1.08 -0.91
H -0.98 1.77 0.39
H -1.22 -0.94 2.04
H 0.16 -1.71 1.34
H 0.31 -0.01 1.82
C 5.33 0.63 -1.26
O 5.67 1.56 -0.55
N 4.18 -0.06 -1.14
C 3.80 -1.15 -2.01
C 3.26 0.17 -0.05
H 5.94 0.28 -2.11
H 4.29 -1.13 -2.98
H 2.73 -1.10 -2.18
H 3.99 -2.13 -1.55
H 3.12 -0.78 0.46
H 3.63 0.93 0.63
H 2.28 0.47 -0.43
```

Summary:
- Lowest unoccupied orbital energy: 0.0254 Ha
- Frontier orbital gap: 0.31335 Ha
- HOMO level: -7.835 eV
- Structure (SMILES): CCN(CC)CC.CCN(CC)CC.CCN(CC)CC.CCN(CC)CC.CCN(CC)CC.CCN(CC)CC.CN(C)C=O.CN(C)C=O

Most stable = B